Below is 21 unconnected molecules or ions with the total composition C23H87N2O24P, with properties calculated with ωB97M-V/def2-TZVPD.

Orbital gap: 9.40 eV

ORCA input file:
```
! wB97M-V def2-TZVPD RIJCOSX def2/J DEFGRID3
* xyz 0 1
H 9.56747 13.98157 12.54265
C 11.32090 8.90091 10.85483
H 10.55228 13.70371 8.64749
H 16.94043 8.66280 14.97553
O 17.56955 13.70734 13.20302
H 9.47594 12.96172 14.04484
H 12.44244 7.47832 18.24820
C 19.77929 10.70363 13.76101
O 16.01723 14.10800 10.35404
H 12.24430 10.86028 17.98565
H 19.33172 12.51812 18.87771
H 18.95920 4.97289 11.80056
H 14.12937 16.34963 14.81761
H 14.48620 6.37723 8.32748
C 13.55811 12.93827 17.63440
O 14.20668 8.24846 9.01000
H 14.48494 11.37301 16.48677
H 12.52114 10.47529 10.73969
O 10.28515 12.05848 12.27860
H 14.24593 8.67328 13.31729
H 18.47749 12.21081 13.18163
H 19.63138 10.91766 8.71980
H 17.51019 9.43751 7.87671
H 13.57391 12.25962 10.03832
O 13.41995 15.49745 13.19642
O 14.77413 10.72782 13.09242
H 11.85343 16.30810 12.37785
H 13.48381 11.36797 7.78636
H 16.01228 8.48426 9.50654
H 15.15493 14.13039 18.58922
H 8.40216 9.58626 13.31332
H 19.58384 10.65259 17.74155
H 15.76116 14.50436 7.60942
H 13.22305 16.51637 11.34328
C 14.32487 12.00941 8.08953
O 13.27794 7.18868 16.47585
O 18.00337 12.15238 9.10312
H 15.59536 10.52956 12.46462
O 14.56295 16.91876 15.46463
C 16.31757 8.89421 15.84535
H 10.71513 9.50959 11.58409
H 15.18559 11.45943 8.58064
H 12.48844 14.94941 11.45173
H 17.70214 6.60063 9.88214
O 13.03516 12.14946 14.08613
O 14.85886 13.30230 12.70305
H 18.88772 14.59644 14.47430
H 11.34874 6.56048 17.22369
N 13.54464 11.87627 16.72819
C 12.49818 10.91332 16.90188
H 19.27699 10.19590 14.61912
H 11.52284 8.25277 16.89483
H 13.33732 12.26318 15.06816
O 18.50272 6.14724 10.18024
H 14.91636 14.31426 16.82740
H 13.93081 6.61463 12.14148
H 14.91118 14.82672 6.12090
C 18.08033 5.35338 11.28551
O 13.10474 11.92590 11.61054
C 13.73464 16.93507 16.63491
H 19.62356 11.96429 16.48543
C 11.28826 13.00398 9.02977
C 14.62401 6.85388 12.93895
H 13.51290 8.76301 9.44901
O 12.11410 9.81541 10.12474
H 17.64578 10.39412 12.14494
H 17.13255 15.08126 14.61628
H 11.59032 11.31995 16.38254
H 8.20338 8.96331 14.97052
H 13.49161 15.96971 17.17838
H 14.69033 6.01153 13.56409
H 16.94191 8.76401 16.73016
H 7.80861 10.70087 14.49176
O 15.87207 10.22368 15.75135
H 11.19043 12.06365 8.49570
H 13.04797 7.37807 15.55041
H 11.20435 12.06969 12.08590
H 16.67796 14.73867 6.09234
O 15.88453 16.47777 7.01201
H 18.47434 7.90415 8.13239
H 15.32324 17.02346 6.43769
O 16.94846 8.20353 9.52745
H 17.07630 9.42555 11.04635
O 12.66356 13.26953 18.35970
H 15.47314 8.23189 15.83519
N 13.76634 12.83290 9.25158
H 14.68986 12.61769 7.26176
H 17.42076 4.47538 11.09422
H 20.28226 9.98847 13.14700
C 14.90961 13.60656 17.67651
H 13.63970 7.43645 7.11780
O 18.56857 12.30079 18.37853
C 19.05186 11.48690 17.31558
H 18.14153 11.09703 16.81808
C 12.68901 13.65678 8.80186
H 20.02659 12.35581 9.75938
H 15.67491 12.83583 17.40627
H 16.84885 7.84516 7.38189
C 19.26617 11.55454 9.58237
H 17.20810 15.74821 10.54020
C 17.46999 8.37443 8.12472
P 13.96299 12.06519 12.81108
H 11.87966 8.16127 11.48677
C 17.85420 14.24014 14.50644
C 15.81322 15.09656 6.65344
O 12.85762 14.82450 8.46332
H 14.01395 14.76716 13.07159
C 12.76138 15.84609 12.04189
C 13.71445 7.16568 8.18447
H 17.57947 5.97048 11.98273
H 15.59668 15.89969 11.19685
H 14.55651 13.42416 9.51928
H 14.19672 17.65656 17.26909
H 20.60373 11.29662 14.12863
C 16.14585 15.49689 10.37099
H 15.59136 7.21428 12.55728
H 12.68962 9.93477 16.41198
O 16.91118 9.85744 11.89515
H 16.60584 13.52846 13.18426
H 19.16816 10.97298 10.48975
H 10.68700 8.36501 10.12416
C 10.06524 13.25091 13.14817
O 14.00060 7.86784 13.75631
H 17.64375 13.56293 15.36424
H 15.83529 13.85445 11.32298
H 11.13319 12.66984 10.06427
H 17.96420 13.05463 9.47256
H 11.03119 13.64912 13.52556
C 12.04731 7.35747 17.24541
H 12.75262 6.79204 8.54877
C 8.48108 9.84428 14.40645
H 15.33999 10.23250 14.98191
H 15.95346 15.87363 9.36439
O 18.92070 11.40106 12.84938
O 9.79698 10.20091 14.77302
H 12.75782 17.43599 16.39063
H 10.20270 10.63310 14.00299
*
```

Mulliken population analysis, charges in e, atoms 1 to 99: 0.3069, -0.3915, 0.4031, 0.1546, -0.6524, 0.2810, 0.2467, -0.7816, 0.0423, 0.4861, 0.2741, 0.3123, 0.3664, 0.2623, 0.7397, -0.3353, 0.2520, 0.5033, -0.6540, 0.1251, 0.2846, 0.2740, 0.1900, -0.8773, -0.4650, 0.4595, 0.3990, 0.3623, 0.3342, 0.3834, 0.2341, 0.4402, -0.3505, 0.2962, -0.8729, -0.4560, -0.3148, 0.1340, -0.5193, -0.7048, 0.1410, 0.2753, -0.0219, 0.3500, -0.0351, -0.3408, 0.3021, 0.2820, 0.1329, -0.6116, 0.1539, 0.0548, 0.2763, -0.5331, -0.0324, 0.2739, 0.3318, -0.4626, -1.0148, -0.5380, 0.2484, -0.9149, -0.7578, 0.3461, -0.6579, 0.1703, 0.3198, 0.2993, 0.2589, 0.1555, 0.3767, 0.3617, 0.2837, -0.5841, 0.3857, 0.2261, 0.0103, 0.3138, -0.5295, 0.2814, 0.3078, -0.3457, 0.1779, -0.6307, 0.2495, 2.7801, 0.3071, 0.2434, 0.3660, -0.5791, 0.2452, -0.4936, -0.2451, -0.2193, 0.6162, 0.3557, 0.0109, 0.3148, -0.6670



Below is 30 unconnected molecules or ions with the total composition C23H98BrN2O31, with properties calculated with ωB97M-V/def2-TZVPD.

Orbital gap: 7.96 eV

ORCA input file:
```
! wB97M-V def2-TZVPD RIJCOSX def2/J DEFGRID3
* xyz 1 1
H 0.31274 -5.55504 -0.16924
H -0.62659 -4.83049 -1.67050
H 4.27253 -5.22557 1.52972
O 2.57413 5.29433 -4.44147
C 1.28967 -2.98520 -1.38091
H -6.29105 4.05020 0.62508
C -1.07411 -2.27891 -0.27389
H 3.95405 -3.96387 2.31974
H 5.28418 2.71616 -4.25186
O 4.49505 0.86423 -6.41151
O -3.71098 6.53336 0.16437
H 2.73380 0.29347 -5.45495
O -4.19360 -9.19201 1.85000
C -2.56649 3.57732 -2.24798
H 2.18705 -3.71110 -1.28044
C 2.18933 -0.72774 -0.16897
O -2.48469 -4.39319 -3.82135
H -7.31366 0.20828 1.81480
H 2.58654 3.47237 2.54123
H 6.95925 4.18281 2.73934
H 2.16710 -6.11694 -0.63380
C -4.99343 1.10944 -1.76015
H 1.38395 0.99245 -5.35777
H -0.60187 -0.78870 1.48147
H 1.57535 4.52263 -2.22611
H 1.33444 -1.87648 4.03198
O 0.26228 4.04147 3.83070
H -0.13641 4.75949 4.33875
H -4.43190 0.71297 -2.67034
H -3.05628 3.44660 -3.28976
H 2.69032 9.17065 7.32032
H 3.37245 3.46716 -0.45011
H -1.49129 0.92832 3.82148
O -4.99498 0.22941 -0.60774
N 1.88219 5.05447 -0.14021
C -1.34995 -1.07134 0.66160
H -2.86794 0.67542 1.23670
C 1.78496 -1.46942 -1.53409
C -0.18223 3.75851 -1.02053
H -6.09008 1.35404 -2.08381
H 0.90884 8.53342 -0.85820
O -6.62494 4.73345 0.03095
H 2.98510 -2.33823 -3.24053
H 1.42852 0.38854 -2.72219
H -0.67252 2.56464 -2.87664
C 3.19665 3.98418 1.71990
O 6.15082 4.55767 3.11023
H -6.78405 4.26306 -0.80065
C -3.48402 -1.71027 -1.48813
H -2.82036 -4.30887 3.69556
H 1.87148 1.14134 5.31207
H 7.57640 1.58716 -7.81194
H -3.62933 -7.81639 -3.48966
H -2.94499 4.56476 -1.80236
Br -1.28149 4.42238 0.49059
O -1.35294 0.00495 3.57202
H 4.25007 3.51888 1.73580
C -4.39136 2.52680 -1.23867
H -5.65350 -12.29269 0.94049
O 4.90011 -2.68773 4.90241
C -0.97778 3.57834 -2.40349
O -3.33196 -5.00488 4.12647
H -0.41957 -7.20626 1.62914
O -2.94402 2.42177 -1.46195
H -4.87448 3.43134 -1.73625
O -5.55717 -11.36537 1.19197
H -1.94566 -0.12591 2.81985
H -6.43494 -11.11647 1.50815
O 1.57184 8.14733 -0.27192
O -7.34603 1.07798 1.39719
H 1.56293 7.20762 -0.49233
C 0.82051 -3.39571 1.25306
O 4.20529 -4.26664 1.43702
O 3.99685 7.31877 1.45784
H 5.93664 4.08508 -4.12094
O 2.16302 0.76892 -4.83395
C 0.79250 -0.50137 -2.35685
H 0.79633 -3.27356 -2.39070
H -3.21528 -4.06747 -4.36094
H 1.95052 -7.55749 -0.19108
C 1.48879 2.53879 0.42097
C 0.19160 -3.25739 -0.24565
H -0.22293 1.75077 -0.44654
H 4.82201 1.77062 -6.38738
O -2.80525 -7.33412 -3.63045
H 3.19339 6.39127 4.59046
O -7.95136 2.45277 -1.39744
H -4.27319 -1.93916 -2.27809
H -2.32596 -7.44196 -2.79896
O 1.54483 1.25428 4.41066
H -0.02939 -0.05201 -1.68935
H 0.48558 5.88510 -1.61547
H 2.09840 9.10622 5.91987
C -0.40725 -4.75167 -0.55350
H -3.46730 6.41713 1.09068
H 1.41529 5.47977 0.67345
H -0.68984 4.40281 -3.15203
O 2.05790 -2.12497 4.62121
C -3.78329 -0.51150 -0.51201
H -2.42263 -5.33211 -4.05250
H -3.18184 -7.30282 2.62095
H -2.72527 -5.75638 4.15630
O -2.59710 -9.11586 5.10153
H 3.42191 5.07118 -4.03548
N 0.49666 2.44908 -0.70978
H 3.21903 5.10872 1.95775
H -8.74026 1.89879 -1.44447
H 2.80085 5.49380 -5.35807
C 2.51973 3.76517 0.24983
H 1.32663 -0.22526 0.38437
H -4.52494 2.53951 -0.08728
H 1.88739 -3.85763 1.23334
H 4.94196 0.47696 -7.17449
O 0.13061 -7.65513 0.97013
H 1.00142 2.12870 -1.56223
H 3.98450 -1.97163 -1.74353
H -4.53430 6.03081 0.07331
H 0.40036 -1.04975 -3.27661
H 2.06490 1.53668 0.43834
H -4.13989 -10.13084 1.61420
H -2.40195 -8.47780 2.05379
H -0.48614 -7.87073 0.26049
H 3.85846 7.75118 4.74374
O 2.18352 -7.02308 -0.96383
O 5.33681 3.57859 -4.68377
C 0.96929 4.88191 -1.30519
O -2.30434 -7.55155 2.30529
H 3.44845 7.82226 2.07363
H -1.41076 -4.84366 0.01440
H 4.07219 -3.16590 5.04765
C -2.66540 -0.21061 0.54861
O 2.90378 8.91178 6.41523
C -2.17202 -2.56389 -1.37441
C 3.15878 -1.53776 -2.42071
H -6.75269 1.61701 1.93430
H 0.91757 2.67475 1.40208
H -1.70688 -9.27719 5.43745
H 2.69113 -1.51463 0.51799
H -2.45784 -8.87820 4.17473
O 3.25239 7.25953 4.17370
H 3.41368 7.15258 0.70719
H -2.07587 -3.40334 -2.15164
H 0.87090 -2.33181 1.68429
O 7.07055 0.88475 -7.38394
H -7.64116 2.33942 -0.48913
H 5.38482 -2.80281 5.72901
H 3.43659 -0.51901 -2.84971
H 5.93959 5.29188 2.51721
H -0.11524 4.14125 2.94804
H 2.75834 -1.49179 4.41103
H 0.76572 0.68349 4.37082
H 0.08322 -3.98373 1.89724
H -4.92747 -8.86126 1.31898
H 3.03833 0.02097 -0.41635
H 7.68007 0.13606 -7.36536
*
```

Mulliken population analysis, charges in e, atoms 1 to 99: 0.1623, 0.1608, 0.3098, -0.5886, -1.4444, 0.3096, -1.0145, 0.2778, 0.3187, -0.6164, -0.6285, 0.2910, -0.6276, -1.0850, 0.2619, -0.3715, -0.5877, 0.2997, 0.1730, 0.2981, 0.3270, -0.6606, 0.2442, 0.2314, 0.0706, 0.2090, -0.5625, 0.2588, 0.3565, 0.4332, 0.2930, 0.1812, 0.3302, -0.3758, -0.0910, 0.7858, 0.1099, 1.7045, 0.1966, 0.3775, 0.3200, -0.6322, 0.3237, -0.0754, 0.0823, -0.4433, -0.6314, 0.3161, -0.8333, 0.3218, 0.2565, 0.2903, 0.3172, 0.3985, 0.0747, -0.5710, 0.3500, -0.4956, 0.2921, -0.6419, -0.3707, -0.6379, 0.2618, 0.3609, 0.4650, -0.6162, 0.2573, 0.3046, -0.6766, -0.5873, 0.4808, -0.4679, -0.6214, -0.6043, 0.3088, -0.5245, -0.3532, 0.3579, 0.2403, 0.3245, 0.0675, 2.2841, -0.1434, 0.2897, -0.6462, 0.2689, -0.6307, 0.3490, 0.3152, -0.4950, -0.4119, 0.4633, 0.3109, -1.3688, 0.2934, 0.5263, 0.4906, -0.6228, -0.0879



Below is a molecular structure, C24H12Co2N2O6, with properties calculated with ωB97M-V/def2-TZVPD.

Orbital gap: 5.09 eV

ORCA input file:
```
! wB97M-V def2-TZVPD RIJCOSX def2/J DEFGRID3
* xyz -2 1
H -0.40950 -0.91909 0.82694
C -0.79792 -1.85769 2.94347
C 0.10729 1.00489 -1.48479
H 1.42231 -3.30473 5.84251
O 3.58269 1.76530 -0.25260
C -3.02718 1.31134 -1.87967
O 1.16999 4.69618 -2.71296
C -1.89704 -1.44682 1.96858
O -2.39002 4.03982 0.18543
C 2.50324 2.15705 -0.38012
C -0.92199 0.54627 -0.63790
C -0.15438 -3.10511 2.80010
H -2.08051 -1.12086 -0.18742
C 1.00393 0.28875 -2.40262
H 0.77868 -1.61654 -1.39692
O -1.21675 3.61403 -4.03698
C 2.07335 -1.77092 -3.13399
C 1.55761 0.93865 -3.51965
C 0.56167 3.63404 0.83804
C -2.68858 -2.61190 1.63146
O 0.43815 4.28356 1.78590
C -1.81820 3.21825 -0.40084
H 2.81327 0.80072 -5.25523
H -0.30906 -3.71237 1.90463
C 2.38548 0.25815 -4.41159
N -3.42762 0.42733 2.95031
C -1.22596 -0.52757 0.18569
H 3.32544 -1.63329 -4.89331
C -1.21805 2.95210 -3.08952
C 0.34280 -1.58040 5.06647
C 0.63541 -3.61124 3.83642
H 0.52218 -0.99458 5.96350
H 2.24928 -2.84005 -2.99486
Co -1.41989 1.94220 -1.59835
C 2.66415 -1.09713 -4.21136
C 1.25092 -1.08901 -2.23095
Co 0.84472 2.68333 -0.61858
C -2.77002 -0.43400 2.50608
C 0.97416 3.85753 -1.92957
H 1.05006 -4.61503 3.76498
O -4.11678 0.97683 -2.06514
C -0.43587 -1.04855 4.03268
H 1.30640 1.98793 -3.68434
H -0.80182 -0.02424 4.10681
N -3.29855 -3.55026 1.26915
C 0.86249 -2.87286 5.00011
*
```

Mulliken charges, unit e, in atom order: 0.2626, 0.2831, 1.2489, 0.3194, -0.4412, -0.1630, -0.4269, 0.8932, -0.4053, 0.0881, 0.1757, -0.1641, 0.2346, 0.2669, 0.3541, -0.4118, -0.5538, -0.1624, 0.1736, 0.1207, -0.4323, -0.0961, 0.3509, 0.3763, -0.7518, -0.7956, -0.3617, 0.3331, 0.3270, -0.5743, -0.5844, 0.3371, 0.3564, -0.2951, -0.4284, -0.3481, 0.1518, -0.0390, 0.0621, 0.3316, -0.4194, -0.5664, 0.2496, 0.3619, -0.8367, -0.4008



Calculated relative energy (zero: lowest compared OMol25 entry of this formula, charge and spin), 0.0 0.0 278.0 kJ/mol (same order as the records).